11
Properties=species:S:1:pos:R:3 method="wB97M-V/def2-TZVPD" homo_lumo_gap_ev=6.385 homo_energy_ev=-2.98 charge=-1
C -2.6379 -0.4551 -0.0218
C 0.9656 0.8109 -0.8423
C 1.5852 -0.1496 0.1059
N -0.3059 0.6155 0.1799
O -2.7688 -0.5690 -1.1298
O -2.5800 -0.3108 1.1132
O 0.5596 -0.3624 0.9556
F 2.6810 0.2009 0.8914
F 2.1007 -1.3809 -0.4722
H 0.7864 0.1032 -1.6474
H -0.3861 1.4971 0.8674

***

8
Properties=species:S:1:pos:R:3 method="wB97M-V/def2-TZVPD" homo_lumo_gap_ev=10.166 homo_energy_ev=-9.35 charge=0
C 0.3972 0.8164 0.5561
C 0.9314 -0.2762 0.0718
C -0.9084 -0.4841 -0.4570
O -0.9561 0.7591 0.2746
F 2.1280 -0.6505 -0.2945
F -1.4025 -1.6179 0.0916
H 0.9030 1.6968 1.1745
H -1.0926 -0.2435 -1.4172

***

8
Properties=species:S:1:pos:R:3 method="wB97M-V/def2-TZVPD" homo_lumo_gap_ev=10.898 smiles="O=C(F)F.C#C" homo_energy_ev=-10.07 charge=0
C 0.4738 -1.0004 -0.9057
C 1.0632 -0.0738 -1.4284
C -0.8239 0.4791 1.1653
O -1.2473 -0.3891 0.5259
F 0.0646 1.3902 0.8659
F -1.0780 0.7890 2.3817
H -0.1247 -1.8182 -0.7222
H 1.6722 0.6233 -1.8824

***

9
Properties=species:S:1:pos:R:3 method="wB97M-V/def2-TZVPD" homo_lumo_gap_ev="9.122 / 6.498" homo_energy_ev="-10.91 / -9.85" charge=0
C 2.4379 -0.1904 -0.9480
C 1.4812 0.3082 -0.4035
C -1.7584 -0.4301 0.1471
O -2.4752 2.1922 0.4191
F -2.7270 -1.0989 0.8793
F -2.1882 -0.2947 -1.0534
S -1.5067 1.2092 1.0017
H 2.9473 -0.7217 -1.7028
H -0.8969 -1.2522 0.1068

***

9
Properties=species:S:1:pos:R:3 method="wB97M-V/def2-TZVPD" homo_lumo_gap_ev=10.655 homo_energy_ev=-10.30 charge=0
C 0.1877 -0.3684 0.1074
C -0.3896 -1.5003 -0.0658
C -3.5572 0.4620 0.2832
F 0.0646 -2.6743 0.2307
F -1.4174 -1.6516 -0.9499
F -4.3708 0.3741 -0.6494
F -3.6923 -0.6297 1.0348
H 1.0550 0.0195 0.5889
H -0.2908 0.3350 -0.4585

***

9
Properties=species:S:1:pos:R:3 method="wB97M-V/def2-TZVPD" homo_lumo_gap_ev=11.540 smiles=FC(F)F.C#CF homo_energy_ev=-10.89 charge=0
C -2.0595 -0.0679 -1.8872
C -1.7265 0.7083 -1.0300
C 1.4374 -0.2412 1.1431
F -1.2166 1.4240 -0.0990
F 1.4332 -1.1144 0.1350
F 1.1537 -0.8817 2.2350
F 2.7461 0.1476 1.1571
H 0.8231 0.7769 0.8453
H -2.5909 -0.7516 -2.4993

***

10
Properties=species:S:1:pos:R:3 method="wB97M-V/def2-TZVPD" homo_lumo_gap_ev="9.854 / 9.438" s_squared=8.752 homo_energy_ev="-25.60 / -25.61" charge=+3 multiplicity=6
C -1.0931 0.6746 0.1421
C -1.0842 -0.8331 0.1335
O 0.1535 -1.2060 0.0153
C 0.9846 -0.0818 -0.0883
O 0.2447 1.0045 0.0584
O 2.1625 -0.1759 -0.1652
Mn 3.9036 0.5162 -0.3025
F -1.8442 1.2710 -0.7184
H -1.8649 -1.4500 -0.3323
H -1.5625 0.2803 1.2574

***

7
Properties=species:S:1:pos:R:3 method="wB97M-V/def2-TZVPD" homo_lumo_gap_ev=11.314 smiles="[H]/N=C(/F)C#C" homo_energy_ev=-11.04 charge=0
C -0.6065 1.0855 -1.3923
C -0.3299 0.0809 -0.8088
C 0.2009 -0.8144 0.4336
N 0.5261 -0.3714 1.5395
F 0.3661 -2.4293 0.6098
H -0.8811 1.7588 -2.0769
H 0.7244 0.6898 1.6950

***

7
Properties=species:S:1:pos:R:3 method="wB97M-V/def2-TZVPD" homo_lumo_gap_ev=8.043 homo_energy_ev=-7.99 charge=0
C -0.5451 0.6481 1.2106
C -0.7883 1.4259 0.1431
C -0.0644 0.2508 -0.0843
N 1.1070 -0.8926 -1.3388
F -1.1854 2.6364 -0.2154
H -0.6620 0.6980 2.2231
H 1.7234 -1.3528 -0.6158

***

9
Properties=species:S:1:pos:R:3 method="wB97M-V/def2-TZVPD" homo_lumo_gap_ev=9.960 smiles=Oc1ncoc1F homo_energy_ev=-9.16 charge=0
C 0.6889 0.0072 -0.0110
C -1.2919 -0.7014 -0.0131
C -0.1262 1.0431 0.0048
H 2.3317 -0.9368 0.0970
H -2.2199 -1.2196 0.0543
N -0.1036 -1.1399 -0.0533
O 2.0554 -0.0224 -0.0278
O -1.4036 0.6088 -0.0233
F 0.0692 2.3610 -0.0276

***

9
Properties=species:S:1:pos:R:3 method="wB97M-V/def2-TZVPD" homo_lumo_gap_ev="7.506 / 6.852" homo_energy_ev="-8.89 / -8.46" charge=0
C -0.5672 -0.8187 0.0189
C -0.9868 0.5165 -0.0642
C 1.8101 -1.1361 0.4454
N 0.6812 -1.1321 -0.0163
O -0.6243 3.0394 -0.0573
F 2.8913 -1.3655 -0.2662
S 0.1148 1.7752 0.0135
H -1.2819 -1.6277 0.0684
H -2.0371 0.7491 -0.1421

***

9
Properties=species:S:1:pos:R:3 method="wB97M-V/def2-TZVPD" homo_lumo_gap_ev="6.265 / 6.578" homo_energy_ev="-9.63 / -9.79" charge=0
C 0.5165 -0.4677 1.0663
C -0.4851 0.3622 0.7381
C 1.0570 -0.3775 -1.1461
N 1.2477 -0.8147 -0.0600
O 0.0329 2.0371 -1.1754
F -1.2254 -1.2507 -1.5884
S -0.5507 0.7409 -1.0664
H 0.5818 -0.9913 1.9208
H -1.1748 0.7617 1.3111

***

Repeat the first record exactly.
11
Properties=species:S:1:pos:R:3 method="wB97M-V/def2-TZVPD" homo_lumo_gap_ev=6.385 homo_energy_ev=-2.98 charge=-1
C -2.6379 -0.4551 -0.0218
C 0.9656 0.8109 -0.8423
C 1.5852 -0.1496 0.1059
N -0.3059 0.6155 0.1799
O -2.7688 -0.5690 -1.1298
O -2.5800 -0.3108 1.1132
O 0.5596 -0.3624 0.9556
F 2.6810 0.2009 0.8914
F 2.1007 -1.3809 -0.4722
H 0.7864 0.1032 -1.6474
H -0.3861 1.4971 0.8674